one) ORCA calculation (ωB97M-V with the def2-TZVPD basis set) on an isolated ion of composition C5H11N2S and charge +1.

Properties
Total charge: +1
E_HOMO: -13.647 eV

Each line ends with the Mulliken charge.
Atoms and positions in Å:
C -0.22 0.30 -1.58  0.6189
C 1.39 0.96 0.03  -0.7419
C 2.25 1.11 -1.24  -0.3791
C -0.84 -1.47 1.30  -0.9824
C -0.88 -0.02 0.85  -0.7806
N 0.11 0.30 -0.23  0.1653
N -1.44 -0.02 -2.07  -0.4267
S 0.99 1.08 -2.51  -0.1163
H 1.83 0.34 0.78  0.3897
H 1.23 1.88 0.58  0.3609
H 2.74 2.12 -1.39  0.3375
H 3.00 0.34 -1.28  0.3467
H 0.05 -1.79 1.84  0.3246
H -1.63 -1.66 1.97  0.4014
H -0.97 -2.16 0.40  0.2604
H -1.94 0.38 0.48  0.3906
H -0.67 0.62 1.68  0.3157
H -2.25 -0.26 -1.38  0.2570
H -1.58 0.29 -3.08  0.2585

two) ORCA calculation (ωB97M-V with the def2-TZVPD basis set) on an isolated ion of composition C5H11N2S and charge +1.

Properties
Total charge: +1
E_HOMO (spin up / spin down): -12.148 / -12.143 eV

Each line ends with the Mulliken charge.
Atoms and positions in Å:
C -0.05 1.36 -0.45  -0.1895
C 1.57 -1.21 -0.12  -0.6051
C 0.14 -1.11 -0.62  -0.6723
C 2.43 -0.24 -0.76  0.1304
C -1.78 0.21 0.55  -1.2108
N -0.64 0.18 -0.25  0.2598
N -0.50 2.53 -0.02  -0.2704
S 3.48 0.56 0.32  -0.0258
H 1.61 -1.30 0.97  0.3334
H 1.83 -2.31 -0.50  0.2711
H 0.12 -1.13 -1.70  0.3190
H -0.52 -1.93 -0.25  0.4182
H 2.46 -0.33 -1.79  0.3806
H -2.69 0.37 0.00  0.3939
H -2.04 -0.65 1.17  0.3474
H -1.76 0.96 1.30  0.3971
H 0.22 3.23 -0.04  0.2885
H -1.32 2.51 0.64  0.2008
H 2.55 0.28 1.37  0.2336

The most stable arrangement is one), and the next structure is 366.3 kJ/mol less stable.

one) ORCA calculation (ωB97M-V with the def2-TZVPD basis set) on a 2-piece molecular cluster, C5H11N2S overall.

Properties
Total charge: +1
E_HOMO: -13.223 eV

Each line ends with the Mulliken charge.
Atoms and positions in Å:
C 1.25 -2.15 -2.62  -0.4958
C 1.41 -1.13 -1.77  -0.2212
C 0.49 0.84 1.55  -0.4137
C 0.16 0.60 0.09  0.4885
C -1.46 2.53 0.70  -0.7499
N -0.45 1.54 0.70  0.0993
N -0.76 -1.44 0.23  -0.7712
S 0.37 0.29 -1.55  -0.1032
H 2.15 -2.94 -2.75  0.2115
H 0.40 -2.39 -3.06  0.3802
H 2.43 -0.95 -1.30  0.2649
H 0.13 0.22 2.32  0.2456
H 1.35 1.44 1.86  0.2452
H -1.99 2.48 1.61  0.3362
H -0.98 3.55 0.69  0.3234
H -2.06 2.46 -0.17  0.3215
H -0.07 -2.28 0.40  0.3207
H -1.25 -1.84 -0.52  0.2712
H -1.50 -1.61 0.87  0.2469

two) ORCA calculation (ωB97M-V with the def2-TZVPD basis set) on a 2-piece molecular cluster, C5H11N2S overall.

Properties
Total charge: +1
E_HOMO (spin up / spin down): -13.295 / -13.294 eV

Each line ends with the Mulliken charge.
Atoms and positions in Å:
C 0.50 0.17 2.22  -0.1383
C -0.80 -0.55 2.21  -0.4845
C 0.77 -0.86 0.29  0.7513
C 1.56 -1.28 -0.87  -1.1041
C -1.32 0.93 -1.76  -0.7677
N 1.27 -0.02 1.22  -0.4083
N -0.13 1.36 -1.05  -0.4349
S -0.78 -1.49 0.66  0.0300
H 0.79 0.82 3.02  0.4425
H -0.91 -1.22 3.06  0.4326
H -1.65 0.13 2.22  0.3447
H 0.94 -1.68 -1.66  0.3464
H 2.27 -2.06 -0.55  0.3563
H 2.17 -0.44 -1.22  0.3274
H -1.03 0.45 -2.69  0.2950
H -1.85 0.19 -1.14  0.2249
H -2.02 1.74 -1.98  0.3415
H -0.35 2.03 -0.31  0.2057
H 0.55 1.77 -1.67  0.2396

The most stable arrangement is two), and the next structure is 294.2 kJ/mol less stable.

one) ORCA calculation (ωB97M-V with the def2-TZVPD basis set) on C72H76BCsN8OP3S2 as an isolated structure.

Properties
Total charge: -2
E_HOMO (spin up / spin down): -1.290 / -1.290 eV
2S+1: 2

Each line ends with the Mulliken charge.
Atoms and positions in Å:
Cs -0.18 0.52 0.21  1.8845
C -0.05 2.13 4.30  -0.0023
C 1.32 2.30 4.09  -1.2570
N 1.95 1.13 4.09  -0.7905
N 1.01 0.20 4.29  1.4552
C -0.20 0.76 4.42  -0.4283
B 1.36 -1.29 4.37  -0.3903
N 0.14 -2.18 4.16  1.1809
C -0.88 -2.41 5.01  -0.3081
C -1.73 -3.31 4.42  -1.1519
C -1.13 -3.58 3.19  -0.2898
N -0.01 -2.90 3.05  -0.7908
N 2.39 -1.61 3.29  1.0709
C 3.39 -2.50 3.39  -0.3804
C 4.00 -2.58 2.16  -1.6817
C 3.28 -1.69 1.36  -0.7072
N 2.32 -1.12 2.06  0.0847
N 1.94 -1.59 5.78  0.9290
C 2.39 -0.70 6.68  -0.4162
C 2.76 -1.39 7.81  -0.8347
C 2.49 -2.73 7.49  -0.4356
N 2.00 -2.82 6.27  -1.1556
H -0.82 2.88 4.35  0.2795
H 1.86 3.21 3.95  0.4854
H -1.08 0.18 4.59  0.4114
H -0.93 -1.92 5.97  0.5543
H -2.65 -3.71 4.81  0.4135
H -1.46 -4.24 2.40  0.3776
H 3.59 -3.02 4.31  0.5500
H 4.83 -3.20 1.87  0.4723
H 3.41 -1.45 0.32  0.8156
H 2.43 0.35 6.46  0.4504
H 3.15 -1.01 8.73  0.3979
H 2.63 -3.61 8.09  0.4453
C -1.38 -2.75 -2.90  -0.8441
C -1.40 -1.65 -3.75  -0.9148
C -0.10 -1.62 -4.40  -0.1800
C 0.63 -2.68 -3.89  -0.5178
C -0.13 -3.39 -2.96  -1.1728
C 0.25 -4.62 -2.19  3.2346
C 0.14 -4.33 -0.69  -2.0699
C -0.73 -5.76 -2.54  -1.8428
C 1.67 -5.07 -2.52  -2.1719
C 0.51 -0.67 -5.42  3.7822
C 0.72 0.72 -4.81  -1.7421
C -0.32 -0.63 -6.71  -1.8072
C 1.91 -1.16 -5.85  -2.4042
C -2.71 -0.89 -3.92  3.7390
C -2.59 0.60 -4.27  -1.7269
C -3.56 -1.60 -4.99  -1.8543
C -3.52 -0.92 -2.61  -3.0652
H -2.20 -3.09 -2.28  0.4237
H 1.64 -2.93 -4.15  0.6372
H -0.86 -3.98 -0.44  0.3714
H 0.85 -3.56 -0.39  0.4331
H 0.34 -5.22 -0.10  0.4826
H -1.75 -5.46 -2.33  0.3104
H -0.50 -6.66 -1.96  0.4344
H -0.66 -6.01 -3.60  0.4128
H 2.38 -4.28 -2.29  0.3250
H 1.77 -5.33 -3.57  0.4188
H 1.94 -5.95 -1.93  0.4323
H -0.21 1.20 -4.54  0.0529
H 1.26 1.37 -5.50  0.7211
H 1.32 0.62 -3.90  0.0556
H -1.36 -0.40 -6.51  0.3101
H -0.28 -1.60 -7.20  0.3856
H 0.07 0.13 -7.39  0.3979
H 2.60 -1.15 -5.01  0.1662
H 2.31 -0.49 -6.62  0.5322
H 1.87 -2.16 -6.26  0.4590
H -2.10 0.77 -5.21  0.4167
H -2.06 1.13 -3.48  0.1049
H -3.59 1.03 -4.35  0.5819
H -3.10 -1.54 -5.97  0.3513
H -4.55 -1.15 -5.04  0.4313
H -3.67 -2.65 -4.73  0.3648
H -2.90 -0.60 -1.77  0.5234
H -3.91 -1.92 -2.39  0.4526
H -4.38 -0.26 -2.68  0.7149
S -2.88 -0.46 2.52  -0.3085
P -3.39 1.41 2.19  1.0854
C -2.22 2.26 1.27  -2.0067
P -2.70 3.40 0.09  2.3837
S -1.66 3.30 -1.58  -0.5048
C -4.47 3.53 -0.31  -0.7078
C -5.38 4.07 0.59  0.5556
C -6.73 4.04 0.31  -0.9070
C -7.19 3.45 -0.86  -0.5868
C -6.28 2.90 -1.76  -0.4941
C -4.93 2.95 -1.49  -0.5824
C -2.35 5.09 0.70  -0.3084
C -3.08 6.22 0.33  -0.2729
C -2.71 7.47 0.79  -0.6485
C -1.59 7.60 1.60  -0.5789
C -0.84 6.49 1.94  -0.7049
C -1.23 5.24 1.50  -0.5561
C -5.17 1.24 1.73  0.0281
C -6.24 1.53 2.55  -0.3333
C -7.53 1.23 2.15  -0.7596
C -7.76 0.64 0.91  -0.7760
C -6.68 0.34 0.09  -0.2988
C -5.40 0.62 0.51  -0.3470
C -3.62 2.28 3.81  0.2179
C -3.40 3.64 3.93  -0.2144
C -3.55 4.27 5.15  -0.7322
C -3.93 3.54 6.26  -0.6994
C -4.17 2.18 6.14  -0.7781
C -4.00 1.55 4.93  -0.3635
H -5.02 4.51 1.51  0.2846
H -7.43 4.47 1.01  0.3727
H -8.25 3.42 -1.06  0.3604
H -6.64 2.43 -2.66  0.4054
H -4.20 2.54 -2.18  0.3653
H -3.93 6.10 -0.32  0.3856
H -3.29 8.33 0.51  0.3956
H -1.30 8.58 1.95  0.3884
H 0.05 6.59 2.55  0.4576
H -0.68 4.35 1.79  0.4444
H -6.08 1.99 3.52  0.2255
H -8.36 1.46 2.80  0.3789
H -8.77 0.42 0.59  0.3607
H -6.86 -0.11 -0.88  0.4794
H -4.55 0.35 -0.11  0.1201
H -3.10 4.21 3.05  0.0138
H -3.39 5.34 5.23  0.4174
H -4.05 4.03 7.22  0.3167
H -4.51 1.61 7.01  0.4160
H -4.18 0.49 4.81  0.5166
O 2.08 1.08 -1.13  0.1638
P 3.28 1.79 -1.59  0.5509
C 4.31 2.45 -0.24  0.1969
C 5.40 3.27 -0.50  -0.4934
C 6.18 3.74 0.54  -0.7850
C 5.87 3.38 1.85  -0.7527
C 4.79 2.55 2.11  -0.5780
C 4.01 2.09 1.06  -0.1241
C 4.44 0.76 -2.55  0.4867
C 5.36 -0.02 -1.85  -0.5936
C 6.25 -0.82 -2.54  -0.8324
C 6.24 -0.84 -3.93  -0.6263
C 5.32 -0.08 -4.62  -0.7639
C 4.42 0.72 -3.94  -0.1961
C 2.94 3.24 -2.64  1.1206
C 1.67 3.79 -2.52  -1.0368
C 1.33 4.94 -3.22  -0.4357
C 2.27 5.55 -4.04  -0.5919
C 3.54 5.00 -4.16  -0.9345
C 3.87 3.85 -3.47  -0.4276
H 5.64 3.55 -1.52  0.2392
H 7.02 4.38 0.34  0.4244
H 6.49 3.74 2.66  0.3954
H 4.54 2.26 3.12  0.5657
H 3.17 1.43 1.27  0.6128
H 5.35 0.00 -0.77  0.4369
H 6.97 -1.42 -2.00  0.4588
H 6.94 -1.47 -4.47  0.3936
H 5.30 -0.10 -5.70  0.3946
H 3.69 1.32 -4.47  0.4458
H 0.93 3.31 -1.90  0.2815
H 0.34 5.34 -3.12  0.5580
H 2.02 6.45 -4.58  0.3840
H 4.27 5.47 -4.81  0.3818
H 4.86 3.41 -3.59  0.3914

two) ORCA calculation (ωB97M-V with the def2-TZVPD basis set) on C72H76BCsN8OP3S2 as an isolated structure.

Properties
Total charge: -2
E_HOMO (spin up / spin down): -1.644 / -1.644 eV
2S+1: 2

Each line ends with the Mulliken charge.
Atoms and positions in Å:
Cs 0.18 0.10 0.45  1.4063
C -3.02 4.46 0.40  -1.7584
C -2.82 3.07 0.44  -0.1099
N -1.81 2.70 -0.32  0.1543
N -1.34 3.84 -0.88  0.3386
C -2.04 4.91 -0.45  -0.2807
B -0.09 3.89 -1.81  0.4275
N 1.19 3.84 -0.96  0.4520
C 2.45 4.24 -1.27  -0.1914
C 3.28 3.85 -0.25  -1.5189
C 2.42 3.20 0.65  -0.3936
N 1.17 3.18 0.22  0.0167
N -0.10 2.77 -2.90  0.7093
C 0.52 2.85 -4.10  -0.3776
C 0.36 1.65 -4.74  -1.2138
C -0.37 0.87 -3.82  -0.2136
N -0.64 1.55 -2.72  -0.1717
N -0.19 5.24 -2.58  1.1308
C -1.10 5.48 -3.55  -0.4916
C -0.99 6.80 -3.92  -0.9271
C 0.03 7.30 -3.09  -0.4185
N 0.51 6.36 -2.28  -1.1339
H -3.76 5.05 0.92  0.4267
H -3.38 2.31 0.98  0.4511
H -1.80 5.91 -0.78  0.3955
H 2.65 4.77 -2.18  0.4236
H 4.35 3.98 -0.18  0.4347
H 2.66 2.73 1.60  0.5953
H 1.04 3.75 -4.40  0.4539
H 0.76 1.36 -5.70  0.4014
H -0.67 -0.16 -3.91  0.2088
H -1.75 4.69 -3.90  0.4621
H -1.56 7.32 -4.68  0.3951
H 0.45 8.29 -3.05  0.4531
C -4.22 -1.22 0.54  -0.3561
C -3.70 -2.14 1.39  -0.8100
C -2.93 -3.13 0.52  0.0308
C -3.08 -2.69 -0.80  -1.0046
C -3.86 -1.54 -0.83  -1.0899
C -4.32 -0.79 -2.05  3.2118
C -5.84 -0.97 -2.18  -1.9324
C -3.64 -1.32 -3.31  -2.0373
C -4.00 0.71 -1.90  -1.8721
C -2.22 -4.45 0.79  3.7933
C -1.16 -4.70 -0.29  -2.6809
C -3.29 -5.57 0.69  -1.8976
C -1.48 -4.59 2.13  -1.5398
C -3.89 -2.08 2.90  3.7710
C -4.54 -3.36 3.44  -1.8744
C -2.56 -1.77 3.60  -1.6013
C -4.85 -0.93 3.25  -2.1519
H -4.80 -0.35 0.83  0.5589
H -2.66 -3.17 -1.66  0.4175
H -6.10 -2.03 -2.29  0.3863
H -6.21 -0.43 -3.06  0.4578
H -6.36 -0.59 -1.30  0.3231
H -3.87 -2.37 -3.49  0.4076
H -2.56 -1.21 -3.24  0.1802
H -3.97 -0.74 -4.18  0.4598
H -4.51 1.14 -1.04  0.2649
H -4.33 1.25 -2.80  0.6074
H -2.93 0.89 -1.79  0.2881
H -1.59 -4.88 -1.27  0.3045
H -0.56 -5.57 -0.02  0.6449
H -0.47 -3.85 -0.36  0.5567
H -3.78 -5.54 -0.29  0.3383
H -4.06 -5.47 1.46  0.2878
H -2.80 -6.54 0.81  0.4838
H -0.67 -3.86 2.21  -0.2089
H -1.02 -5.58 2.16  0.6106
H -2.13 -4.51 3.00  0.3900
H -3.95 -4.25 3.25  0.3007
H -5.52 -3.51 2.98  0.3472
H -4.68 -3.28 4.52  0.4585
H -1.79 -2.52 3.45  -0.0820
H -2.73 -1.66 4.68  0.7637
H -2.16 -0.83 3.22  -0.0423
H -5.82 -1.06 2.77  0.5245
H -4.43 0.03 2.97  -0.2148
H -5.00 -0.92 4.33  0.4679
S 1.47 -2.42 2.58  -0.3716
P 2.90 -2.36 1.14  1.7318
C 2.60 -1.25 -0.08  -0.9921
P 3.71 -0.79 -1.25  1.2831
S 3.03 0.50 -2.62  -0.5197
C 5.25 0.03 -0.60  -0.4387
C 6.42 0.12 -1.35  -0.2342
C 7.51 0.85 -0.90  -0.7937
C 7.44 1.52 0.32  -0.6185
C 6.27 1.46 1.06  -0.8982
C 5.18 0.72 0.60  0.1946
C 4.42 -2.23 -2.19  -0.0931
C 5.57 -2.92 -1.82  -0.4649
C 5.96 -4.09 -2.48  -0.7041
C 5.21 -4.57 -3.54  -0.5333
C 4.07 -3.88 -3.94  -0.6273
C 3.68 -2.73 -3.27  -0.8228
C 3.04 -4.12 0.57  0.0538
C 2.52 -4.47 -0.67  -0.6671
C 2.55 -5.79 -1.11  -0.7056
C 3.10 -6.78 -0.32  -0.5615
C 3.62 -6.45 0.93  -0.7808
C 3.59 -5.13 1.37  -0.3906
C 4.50 -2.17 2.06  -0.4208
C 4.54 -1.32 3.17  0.1821
C 5.74 -1.03 3.80  -0.0087
C 6.93 -1.57 3.33  -0.9335
C 6.90 -2.43 2.24  -0.6724
C 5.70 -2.72 1.62  -0.6707
H 6.47 -0.36 -2.32  0.4924
H 8.41 0.91 -1.49  0.3630
H 8.28 2.10 0.68  0.3486
H 6.19 1.99 2.01  0.4101
H 4.26 0.66 1.17  0.4167
H 6.17 -2.55 -1.01  0.6850
H 6.86 -4.61 -2.17  0.3717
H 5.51 -5.48 -4.05  0.3575
H 3.47 -4.25 -4.77  0.3818
H 2.80 -2.17 -3.58  0.4250
H 2.10 -3.68 -1.28  0.4986
H 2.14 -6.03 -2.09  0.4328
H 3.13 -7.81 -0.66  0.3930
H 4.05 -7.22 1.56  0.3628
H 3.97 -4.88 2.35  0.5194
H 3.61 -0.91 3.53  -0.2020
H 5.76 -0.35 4.65  0.2364
H 7.88 -1.33 3.81  0.3142
H 7.82 -2.87 1.87  0.3953
H 5.69 -3.40 0.78  0.7457
O -0.32 1.15 2.73  -0.3163
P -0.14 1.61 4.14  1.7065
C -1.74 1.79 4.98  0.1168
C -1.90 1.79 6.36  -0.5590
C -3.14 2.03 6.92  -0.6445
C -4.24 2.27 6.10  -0.6590
C -4.08 2.28 4.72  -0.2644
C -2.84 2.03 4.16  -0.4053
C 0.86 0.52 5.15  0.3835
C 0.28 -0.65 5.65  -0.4313
C 1.06 -1.59 6.30  -0.7439
C 2.42 -1.37 6.47  -0.6736
C 3.00 -0.20 5.98  -0.6166
C 2.22 0.73 5.31  -0.6062
C 0.55 3.27 4.26  0.6045
C 0.44 4.05 3.11  -0.3841
C 0.89 5.36 3.12  -0.3577
C 1.43 5.90 4.28  -0.8299
C 1.53 5.13 5.43  -0.7590
C 1.09 3.81 5.42  -0.3509
H -1.04 1.59 7.00  0.3346
H -3.26 2.02 8.00  0.4370
H -5.21 2.46 6.54  0.3579
H -4.94 2.47 4.08  0.4287
H -2.70 2.03 3.09  0.2202
H -0.77 -0.85 5.50  0.1387
H 0.62 -2.51 6.66  0.4042
H 3.04 -2.11 6.96  0.3875
H 4.07 -0.05 6.08  0.5682
H 2.69 1.61 4.89  0.3296
H 0.05 3.61 2.19  0.1882
H 0.84 5.95 2.21  0.5501
H 1.79 6.92 4.28  0.3831
H 1.95 5.55 6.33  0.4267
H 1.17 3.21 6.32  0.3887

The most stable arrangement is two), and the next structure is 17.1 kJ/mol less stable.